Formula: C25H22F24NO8P
Source: the Open Molecules 2025 dataset
Level of theory: ωB97M-V/def2-TZVPD

Geometry (Å):
C1 2.09453 0.94382 0.48878
P1 1.23911 2.43679 1.11536
O1 1.21237 3.26328 -0.33847
C2 -0.50510 1.78758 1.14911
C3 -0.93255 0.67874 0.40802
C4 -2.22540 0.17459 0.50153
C5 -3.17471 0.75578 1.33849
C6 -4.57074 0.18892 1.43833
O2 -4.58593 -1.22578 1.34152
O3 -3.75647 -1.71413 2.41086
C7 -2.76997 1.87206 2.04521
C8 -1.47064 2.38096 1.94999
C9 -1.38935 3.59598 2.82237
O4 -0.45789 4.32586 3.02106
N1 -2.68119 3.78353 3.35274
C10 -3.53646 2.72006 3.00308
O5 -4.66024 2.60143 3.40943
H1 1.89469 0.76524 -0.56924
H2 1.72303 0.09388 1.06721
H3 3.16587 1.04761 0.65847
H4 0.74084 4.09537 -0.20442
H5 -0.23741 0.18065 -0.25504
H6 -2.50465 -0.70714 -0.06277
H7 -5.05554 0.52295 2.35901
H8 -5.16037 0.52472 0.57914
H9 -4.39810 -2.23698 2.91183
H10 -2.78249 4.15674 4.28625
C11 -8.43837 -3.50978 5.80981
C12 -9.40761 -4.67677 6.03260
C13 -8.96050 -5.79261 6.98252
F1 -7.84564 -6.39293 6.51864
F2 -9.94248 -6.71517 7.05787
F3 -9.79113 -5.19983 4.85345
F4 -10.50671 -4.12911 6.63361
O6 -7.64473 -3.56357 4.63964
C14 -6.42676 -4.15941 4.61495
C15 -6.35770 -5.30069 3.58912
F5 -7.28041 -6.23544 3.87504
F6 -5.13210 -5.86352 3.65908
F7 -6.01279 -4.55335 5.82511
F8 -5.52724 -3.21860 4.18003
H11 -9.07886 -2.64263 5.65923
H12 -7.83683 -3.32251 6.69956
H13 -8.76993 -5.39231 7.98158
H14 -6.52673 -4.90976 2.58397
C16 3.13145 2.59192 -3.86478
C17 3.88141 3.80851 -3.31141
C18 3.03127 4.94821 -2.75226
F9 2.24584 5.48991 -3.70866
F10 3.84783 5.91933 -2.28102
F11 4.76609 4.27636 -4.21536
F12 4.58661 3.34581 -2.23497
O7 2.96932 2.52248 -5.26853
C19 1.89748 3.06879 -5.90342
C20 2.31765 4.14990 -6.90997
F13 3.00207 5.13085 -6.29304
F14 1.20401 4.68428 -7.46025
F15 0.97192 3.53175 -5.04658
F16 1.31175 2.08729 -6.63589
H15 3.77396 1.74697 -3.62983
H16 2.19006 2.43967 -3.33518
H17 2.41174 4.57481 -1.93571
H18 2.93594 3.70679 -7.69242
C21 8.79864 -1.38363 -2.43255
C22 8.75111 -1.88610 -3.88067
C23 8.54060 -0.84553 -4.98605
F17 7.35332 -0.22421 -4.83932
F18 8.54546 -1.47761 -6.17922
F19 7.85142 -2.88020 -4.00450
F20 9.99254 -2.40429 -4.12797
O8 7.60896 -1.50213 -1.67750
C24 6.67019 -0.51570 -1.64649
C25 5.30737 -1.00716 -2.15638
F21 5.40461 -1.47589 -3.41224
F22 4.45597 0.04847 -2.16111
F23 7.06323 0.58905 -2.29969
F24 6.47649 -0.17320 -0.34960
H19 9.50033 -2.05033 -1.93413
H20 9.21231 -0.37621 -2.38186
H21 9.34365 -0.10431 -4.97266
H22 4.91874 -1.78913 -1.50240

Results
- HOMO level (Eh) = -0.329
- E_tot (eV) = -118659.2002
- SMILES = CP(O)c1ccc(COO)c2c1C(=O)NC2=O.FC(F)C(F)(F)COC(F)(F)C(F)F.FC(F)C(F)(F)COC(F)(F)C(F)F.FC(F)C(F)(F)COC(F)(F)C(F)F
- frontier orbital gap (eV) = 8.40


Formula: C5H7I
Source: the Open Molecules 2025 dataset
Level of theory: ωB97M-V/def2-TZVPD

Geometry (Å):
C1 -1.66928 -0.27193 -0.12321
C2 0.76053 -1.44392 -0.05389
C3 0.04435 -0.34866 -0.00202
C4 -2.92135 -0.79964 -0.82937
C5 0.49073 1.00956 0.14236
I1 -2.50673 -2.38033 -2.16014
H1 -1.90381 -0.32946 0.96429
H2 -1.85155 0.81746 -0.26420
H3 0.51969 -2.48297 -0.03770
H4 1.77153 -1.21022 -0.16530
H5 0.30754 1.55831 -0.83256
H6 1.61543 1.07886 0.40641
H7 -0.06558 1.68035 0.84654

Results
- HOMO level (Eh) = -0.316
- E_tot (eV) = -13393.7444
- energy above the lowest of the compared OMol25 structures with the same formula, charge and spin (kJ/mol) = 360.6
- frontier orbital gap (eV) = 7.88


Formula: C32H66ClO4PS
Source: the Open Molecules 2025 dataset
Level of theory: ωB97M-V/def2-TZVPD

Geometry (Å):
C1 10.24586 -4.55379 -0.86757
C2 10.67182 -2.94431 -0.85126
C3 9.90322 -2.27591 0.44452
C4 8.61599 -1.31551 0.03056
C5 9.28275 0.11306 -0.51515
C6 8.12183 1.03852 -1.23610
C7 7.47174 2.08219 -0.12716
C8 5.88849 1.65097 0.06199
C9 4.89951 2.26224 -1.12097
C10 4.42520 3.81020 -0.85920
C11 2.96649 3.96887 -0.11488
C12 1.75649 3.08300 -0.77888
C13 0.27247 3.75355 -0.50955
C14 -0.69098 2.86090 0.47181
C15 -2.10666 2.47502 -0.28470
C16 -3.41651 3.17207 0.48233
C17 -4.40495 3.93843 -0.61758
C18 -5.84686 4.26352 0.13390
C19 -7.16668 3.95225 -0.79149
O1 -8.23327 3.22105 -0.07173
C20 -9.36074 2.99492 -0.98891
C21 -10.72012 2.41872 -0.23189
O2 -10.84174 1.00270 -0.61208
C22 -12.28439 0.61547 -0.75844
C23 -12.28118 -0.95871 -1.21624
C24 -12.25063 -0.94433 -2.88848
C25 -13.82193 -0.89696 -3.45814
Cl1 -14.26319 -2.47073 -4.35943
P1 -13.14341 0.92570 0.95296
C26 -12.12507 -0.02008 2.31837
C27 -14.91799 0.22296 0.98950
C28 -15.02489 -1.39747 1.20850
H1 10.81420 -5.08539 0.03414
H2 10.56379 -5.04001 -1.90950
H3 9.09802 -4.69242 -0.66323
H4 11.82505 -2.82484 -0.66531
H5 10.32826 -2.46612 -1.86257
H6 10.68062 -1.58936 0.99809
H7 9.57227 -3.16665 1.14537
H8 7.91687 -1.80759 -0.78631
H9 8.00439 -1.14488 1.02028
H10 10.12482 -0.17550 -1.28457
H11 9.75133 0.63053 0.43326
H12 8.66521 1.64173 -2.09552
H13 7.27653 0.35089 -1.68618
H14 7.99073 1.95347 0.92515
H15 7.60252 3.20253 -0.50106
H16 5.86460 0.47366 0.05076
H17 5.46180 2.03297 1.08734
H18 4.01685 1.49913 -1.25908
H19 5.56105 2.27390 -2.10802
H20 5.23569 4.31900 -0.14570
H21 4.48464 4.38060 -1.89180
H22 2.64770 5.11370 -0.22162
H23 3.13186 3.77021 1.03569
H24 1.83053 1.99125 -0.33958
H25 1.89633 3.00609 -1.94321
H26 -0.25221 3.88926 -1.57001
H27 0.38448 4.84068 -0.04450
H28 -0.15846 1.89957 0.92245
H29 -0.95504 3.54059 1.41365
H30 -2.10218 2.74163 -1.43669
H31 -2.24477 1.29660 -0.21111
H32 -3.09579 4.01397 1.24714
H33 -3.97683 2.35322 1.11089
H34 -3.88726 4.98880 -0.82525
H35 -4.52298 3.33323 -1.61894
H36 -5.84260 3.66481 1.15664
H37 -5.84657 5.40830 0.41835
H38 -7.55762 5.00867 -1.17594
H39 -6.80076 3.36445 -1.75127
H40 -9.66114 3.98792 -1.54001
H41 -8.97656 2.25490 -1.84204
H42 -11.68931 3.03080 -0.46622
H43 -10.47874 2.43188 0.93219
H44 -12.76043 1.29141 -1.58901
H45 -13.24271 -1.56247 -0.93147
H46 -11.28032 -1.53335 -0.91113
H47 -11.66978 0.01328 -3.29949
H48 -11.68563 -1.89638 -3.30167
H49 -13.98441 0.07541 -4.11158
H50 -14.58251 -0.79725 -2.54363
H51 -12.92023 -0.27198 3.16044
H52 -11.35669 0.73901 2.76830
H53 -11.65355 -0.96452 1.81304
H54 -15.55827 0.53073 0.03880
H55 -15.46776 0.72637 1.92166
H56 -15.12764 -1.88283 0.12455
H57 -15.99362 -1.70201 1.80750
H58 -14.11414 -1.89150 1.75166
C29 14.02890 -7.76202 2.72553
C30 14.97971 -6.79538 2.02114
C31 14.14434 -5.62519 1.50453
S1 12.73864 -5.49309 2.59915
O3 11.53984 -5.80304 1.84886
O4 12.86565 -4.28867 3.39521
C32 13.14761 -6.89846 3.61566
H59 14.57103 -8.51460 3.30548
H60 13.41486 -8.28417 1.98206
H61 15.72435 -6.42886 2.73816
H62 15.52220 -7.28363 1.20554
H63 14.70834 -4.68920 1.52303
H64 13.77075 -5.81523 0.49458
H65 12.23601 -7.40435 3.93822
H66 13.70340 -6.53276 4.48423

Results
- HOMO level (Eh) = -0.288
- E_tot (eV) = -75076.8478
- SMILES = CCCCCCCCCCCCCCCCCCCOCCO[C@@H](CCCCl)P(C)CC.O=S1(=O)CCCC1
- frontier orbital gap (eV) = 8.52


Formula: C5H10
Source: the Open Molecules 2025 dataset
Level of theory: ωB97M-V/def2-TZVPD

Geometry (Å):
C1 1.94857 0.03173 0.72781
C2 0.65446 0.16932 1.38431
C3 0.60509 0.31314 -0.14633
C4 -0.52276 -0.20214 -0.90257
C5 -1.79055 0.54558 -0.69742
H1 0.37782 -2.44170 0.33170
H2 1.09050 -2.44927 0.06111
H3 2.77808 0.64378 0.40321
H4 0.26459 -0.77068 1.79044
H5 0.18257 1.04377 1.86342
H6 0.82430 1.32570 -0.47586
H7 -0.30441 -0.61538 -1.88650
H8 -2.14101 1.09969 0.16018
H9 -2.67467 0.11121 -1.16670
H10 -1.29259 1.19524 -1.44679

Results
- HOMO level (Eh) = -0.235
- E_tot (eV) = -5338.3126
- energy above the lowest of the compared OMol25 structures with the same formula, charge and spin (kJ/mol) = 863.9
- frontier orbital gap (eV) = 5.34


Q: Which of these has the lowest E_tot?
A: C25H22F24NO8P


Q: Look up the HOMO level of the first one.
A: -0.329 Eh


Q: Among the records above, which one has the highest E_tot?
A: C5H10


Q: frontier orbital gap of number 1 (C25H22F24NO8P)?
A: 8.40 eV